Entry from the OMol25 dataset: C24H30N6O4S in the gas phase in a non-equilibrium geometry (wB97M-V/def2-TZVPD).

Last column: Mulliken charge in e.
Cartesian coordinates (Å):
C 7.186 1.964 -1.170  -0.9355
O 6.745 0.843 -0.444  -0.4293
C 5.422 0.728 -0.167  1.1464
C 4.442 1.628 -0.556  -0.4786
C 3.115 1.416 -0.223  -1.1637
C 2.756 0.294 0.508  -0.2553
C 1.372 0.056 0.833  -0.0727
N 0.359 0.874 0.476  -0.7490
N -0.723 0.326 0.897  0.4045
N -0.391 -0.790 1.497  0.6481
C -1.350 -1.661 2.105  -1.2419
C -2.697 -1.529 1.372  0.7878
O -3.671 -1.131 1.971  -0.5890
N -2.700 -1.812 0.051  0.5212
C -1.647 -2.515 -0.659  -1.4212
C -0.697 -1.628 -1.407  0.7296
C 0.658 -1.749 -1.472  -0.4877
C 1.263 -0.771 -2.293  -0.5390
C 0.357 0.075 -2.841  -0.4580
S -1.253 -0.307 -2.385  -0.1226
C -3.921 -1.540 -0.704  0.5453
C -5.017 -2.553 -0.383  -1.6808
C -4.461 -0.102 -0.513  0.1837
O -5.630 0.141 -0.724  -0.7301
N -3.535 0.829 -0.240  0.2480
C -3.884 2.205 0.040  -0.4166
C -2.839 3.156 -0.576  -0.5348
C -2.381 4.066 0.565  -0.8098
C -2.529 3.185 1.800  -0.0379
C -3.864 2.487 1.556  -1.0315
N 0.903 -1.007 1.488  -1.0298
C 3.733 -0.622 0.909  -0.2202
C 5.057 -0.418 0.582  0.7516
O 6.085 -1.242 0.921  -0.4544
C 5.795 -2.387 1.684  -0.9034
H 6.740 1.999 -2.169  0.3646
H 8.264 1.847 -1.262  0.2360
H 6.967 2.898 -0.642  0.3696
H 4.703 2.506 -1.125  0.3994
H 2.352 2.114 -0.528  0.5345
H -0.951 -2.678 2.106  0.5070
H -1.526 -1.352 3.142  0.3900
H -2.136 -3.196 -1.367  0.4202
H -1.068 -3.135 0.030  0.3657
H 1.213 -2.504 -0.944  0.4364
H 2.324 -0.698 -2.447  0.4952
H 0.531 0.912 -3.488  0.4764
H -3.662 -1.606 -1.767  0.4199
H -5.914 -2.282 -0.932  0.4320
H -5.243 -2.520 0.679  0.3443
H -4.709 -3.560 -0.658  0.3965
H -2.591 0.575 0.021  -0.2719
H -4.883 2.353 -0.376  0.7415
H -1.995 2.567 -0.935  0.0188
H -3.244 3.717 -1.416  0.4160
H -3.041 4.931 0.647  0.3100
H -1.362 4.422 0.421  0.4183
H -2.517 3.753 2.729  0.4175
H -1.722 2.453 1.825  -0.1703
H -3.977 1.563 2.121  0.3747
H -4.686 3.152 1.818  0.3714
H 3.418 -1.482 1.477  0.6789
H 5.352 -2.125 2.651  0.3530
H 5.123 -3.068 1.151  0.3510
H 6.751 -2.880 1.847  0.2301

## Properties
Gap between HOMO and LUMO (eV): 8.704
E_LUMO (eV): 0.44
Relative energy (zero: lowest compared OMol25 entry of this formula, charge and spin) (kcal/mol): 42.24
Calculated total energy (hartree): -1960.2184

Entry from the OMol25 dataset: a molecular structure, C24H31BrINNdP (wB97M-V/def2-TZVPD).

Last column: Mulliken charge in e.
Cartesian coordinates (Å):
Nd -0.294 0.545 -0.754  0.9543
Br -1.035 -1.136 1.606  -0.1049
C -0.446 -2.850 0.979  0.8953
C -0.366 -3.903 1.832  -0.7800
C -0.005 -5.158 1.286  -0.5740
C 0.215 -5.298 -0.055  -0.9545
C 0.107 -4.188 -0.930  0.9269
C 0.262 -4.312 -2.338  -0.6864
C 0.102 -3.234 -3.160  -1.1738
C -0.163 -1.962 -2.595  -0.7197
C -0.298 -1.766 -1.239  -0.4139
C -0.201 -2.915 -0.405  1.1122
H -0.584 -3.799 2.886  0.4511
H 0.074 -6.011 1.946  0.4077
H 0.463 -6.267 -0.466  0.4214
H 0.483 -5.287 -2.753  0.4328
H 0.179 -3.350 -4.233  0.4365
H -0.274 -1.130 -3.296  0.4492
I -0.515 2.953 -3.037  0.1533
C 1.054 1.673 -3.549  0.4991
C 1.612 1.709 -4.811  -0.6070
C 2.647 0.821 -5.070  -0.2665
C 3.068 -0.053 -4.078  -0.7019
C 2.435 -0.021 -2.853  -0.3532
N 1.437 0.840 -2.580  -0.1620
H 1.258 2.402 -5.560  0.4563
H 3.120 0.815 -6.044  0.4422
H 3.872 -0.755 -4.247  0.4698
H 2.719 -0.697 -2.057  0.4724
C 0.994 1.499 3.228  -1.5935
C -0.414 2.075 3.085  0.6113
C -0.679 3.119 4.176  -1.6663
P -0.735 2.682 1.373  0.3507
C -2.498 3.213 1.374  0.4938
C -2.973 3.609 -0.025  -1.2947
C -3.394 2.095 1.910  -1.4979
C 0.407 4.129 1.196  0.9456
C 1.696 3.670 0.506  -1.3690
C -0.161 5.369 0.510  -1.6267
H 1.077 0.943 4.162  0.4563
H 1.748 2.288 3.254  0.3290
H 1.265 0.805 2.425  0.2858
H -1.128 1.259 3.222  0.2570
H 0.155 3.814 4.272  0.4116
H -0.790 2.623 5.141  0.4434
H -1.584 3.703 4.009  0.3539
H -2.592 4.074 2.042  0.4966
H -2.995 2.738 -0.693  0.1551
H -2.369 4.382 -0.496  0.2585
H -3.998 3.976 0.025  0.4576
H -3.325 1.183 1.303  0.2471
H -4.436 2.411 1.867  0.4509
H -3.178 1.823 2.941  0.3232
H 0.647 4.395 2.228  0.2171
H 1.489 3.277 -0.498  0.2429
H 2.230 2.907 1.076  0.2409
H 2.377 4.511 0.373  0.4548
H -0.336 5.200 -0.554  0.2256
H 0.569 6.175 0.585  0.4744
H -1.087 5.721 0.961  0.3825

## Properties
Gap between HOMO and LUMO (alpha / beta) (eV): 7.031 / 7.201
E_LUMO (alpha / beta) (eV): -6.60 / -6.43
2S+1: 4
Relative energy (zero: lowest compared OMol25 entry of this formula, charge and spin) (kcal/mol): 0.00
Charge: +2
Calculated total energy (hartree): -4761.8500

Entry from the OMol25 dataset: a molecular structure, C24H31BrN3NiO2P2 in a non-equilibrium geometry (wB97M-V/def2-TZVPD).

Last column: Mulliken charge in e.
Cartesian coordinates (Å):
Ni -2.101 1.299 0.875  -0.2736
C -2.307 -1.595 0.742  -1.0429
P -0.497 -1.545 0.786  0.4884
C 0.009 -1.170 -0.918  -0.1895
N 0.387 -2.275 -1.527  0.2274
C 0.687 -2.226 -2.837  0.3353
C 1.090 -3.392 -3.519  -0.5488
C 1.380 -3.323 -4.852  -0.6206
C 1.280 -2.099 -5.548  -0.5735
C 0.894 -0.952 -4.909  -0.4459
C 0.583 -0.992 -3.537  0.1281
N 0.166 0.116 -2.892  -0.1526
C -0.125 0.069 -1.608  -0.4614
P -0.866 1.630 -0.912  1.5125
C -1.826 2.149 -2.384  -1.6846
C 0.567 2.861 -0.855  1.8878
C 1.141 2.862 0.563  -1.7598
C -0.013 4.247 -1.149  -1.8996
C 1.680 2.521 -1.846  -1.9469
C 0.190 -3.121 1.456  1.8738
C -0.153 -3.184 2.950  -1.7312
C -0.493 -4.290 0.733  -1.6440
C 1.708 -3.124 1.236  -1.7431
H -2.646 -2.140 -0.138  0.4635
H -2.656 -0.543 0.673  0.0359
H -2.717 -2.052 1.642  0.3680
H 1.160 -4.319 -2.964  0.4639
H 1.692 -4.214 -5.380  0.4150
H 1.511 -2.074 -6.604  0.4091
H 0.820 -0.011 -5.437  0.4916
H -1.181 2.299 -3.250  0.4088
H -2.366 3.064 -2.149  0.4326
H -2.550 1.368 -2.612  0.4448
H 0.399 3.223 1.275  0.3787
H 2.007 3.527 0.606  0.6272
H 1.470 1.864 0.865  0.1383
H -0.896 4.440 -0.534  0.3734
H -0.279 4.361 -2.199  0.3922
H 0.733 5.006 -0.904  0.4873
H 2.189 1.599 -1.557  0.3813
H 2.420 3.326 -1.843  0.5379
H 1.304 2.403 -2.861  0.3124
H -1.200 -2.941 3.148  0.3635
H 0.481 -2.520 3.529  0.3576
H 0.018 -4.203 3.297  0.5331
H -1.553 -4.355 0.987  0.3710
H -0.017 -5.215 1.062  0.5654
H -0.386 -4.218 -0.345  0.2445
H 2.174 -2.257 1.704  0.3038
H 1.955 -3.142 0.177  0.3018
H 2.130 -4.017 1.700  0.5535
Br -3.222 3.463 1.917  -0.1183
C -1.819 2.930 3.100  0.6054
C -1.484 3.594 4.254  -0.6160
C -0.408 3.077 4.985  -0.3648
C 0.250 1.957 4.536  -1.0866
C -0.187 1.338 3.359  0.6846
N -1.222 1.836 2.649  -0.1278
C 0.472 0.154 2.842  0.1824
O 1.455 -0.395 3.212  -0.5642
O -0.206 -0.263 1.667  0.0815
H -2.023 4.472 4.579  0.4796
H -0.101 3.569 5.898  0.4583
H 1.098 1.543 5.065  0.4946

## Properties
Gap between HOMO and LUMO (alpha / beta) (eV): 5.469 / 5.456
E_LUMO (alpha / beta) (eV): -3.54 / -3.54
Charge: +1
Calculated total energy (hartree): -6012.6854

Entry from the OMol25 dataset: 14 unconnected molecules or ions with the total composition C24H31Cl42I2N3O2P in a non-equilibrium geometry (wB97M-V/def2-TZVPD).

Last column: Mulliken charge in e.
Cartesian coordinates (Å):
C -0.471 -2.825 0.322  -0.1579
C 0.537 -3.365 -0.870  -0.4887
P 1.543 -1.993 -1.737  0.1840
C 0.330 -1.147 -2.999  -0.4068
C -0.770 -0.159 -2.257  -0.1669
C 2.135 -0.631 -0.537  -0.8298
N 2.291 0.774 -1.090  0.2717
C 2.744 1.755 -0.014  -0.3429
C 2.820 0.728 1.262  0.2882
C 3.245 1.377 2.707  -0.9185
I 5.004 2.713 2.539  0.1222
C 1.958 2.333 3.174  -0.1871
C 1.170 1.713 4.493  -0.8436
I 2.590 4.416 3.405  0.0792
N 2.484 -0.717 0.964  0.4220
O 2.433 -1.803 1.754  0.1629
N 3.466 -1.864 2.612  0.1532
O 4.545 -1.894 2.042  -0.2543
H -0.548 -1.657 0.329  0.0936
H -1.576 -3.248 0.196  0.3086
H 0.030 -3.151 1.342  -0.2538
H -0.159 -3.873 -1.686  0.3128
H 1.260 -4.225 -0.473  0.3659
H -0.264 -1.949 -3.652  0.3687
H 0.962 -0.433 -3.716  0.1971
H -1.413 -0.700 -1.431  0.0499
H -1.546 0.176 -3.095  0.0990
H -0.292 0.855 -1.862  -0.0186
H 2.153 1.174 -2.044  0.2572
H 2.961 2.904 -0.066  0.4139
H 3.435 0.603 3.565  0.4841
H 1.161 2.314 2.293  0.3286
H 1.400 0.543 4.501  0.2252
H 1.474 2.254 5.485  0.2962
H 0.003 1.810 4.286  0.2544
C -4.929 -1.281 -2.503  0.7526
Cl -4.933 0.382 -3.115  -0.1094
Cl -3.336 -2.023 -2.730  -0.0852
Cl -5.393 -1.317 -0.794  -0.0843
H -5.662 -1.859 -3.071  -0.4769
C -0.601 4.379 -2.497  -0.1082
Cl -2.346 4.292 -2.796  -0.0781
Cl -0.262 4.289 -0.761  -0.0586
Cl 0.244 3.086 -3.365  -0.1292
H -0.236 5.339 -2.870  0.4166
C -7.326 0.969 1.623  0.0667
Cl -6.957 2.435 2.547  -0.0962
Cl -6.678 -0.462 2.442  -0.0478
Cl -9.074 0.809 1.381  -0.0557
H -6.848 1.051 0.643  0.1395
C 5.486 4.516 -1.208  0.0034
Cl 4.517 3.802 0.092  -0.0101
Cl 4.900 6.141 -1.601  -0.1143
Cl 7.198 4.564 -0.754  -0.1214
H 5.383 3.889 -2.098  0.2761
C -6.910 -2.768 -5.963  -0.0045
Cl -6.915 -1.105 -6.574  -0.0908
Cl -5.317 -3.510 -6.190  -0.1083
Cl -7.375 -2.804 -4.253  -0.1549
H -7.643 -3.346 -6.531  0.3522
C 5.503 -1.503 -2.923  -0.0364
Cl 7.045 -1.015 -2.199  -0.0939
Cl 5.419 -3.266 -3.080  -0.1450
Cl 4.145 -0.898 -1.960  0.0780
H 5.439 -1.065 -3.923  0.2750
C -4.046 -2.902 4.008  0.1665
Cl -5.790 -2.989 3.710  -0.1268
Cl -3.706 -2.992 5.745  -0.1160
Cl -3.201 -4.196 3.141  -0.1365
H -3.681 -1.942 3.635  0.2069
C 1.652 -4.760 4.057  0.5458
Cl 2.034 -4.371 5.743  -0.1284
Cl 2.137 -6.421 3.677  -0.0678
Cl -0.076 -4.529 3.741  -0.0436
H 2.214 -4.081 3.411  -0.2753
C -4.830 5.420 2.919  0.1277
Cl -4.922 7.183 2.776  -0.1206
Cl -3.193 4.850 2.554  -0.0935
Cl -5.323 4.901 4.540  -0.1251
H -5.518 4.979 2.192  0.1975
C 6.181 8.959 0.587  0.3390
Cl 5.212 8.245 1.888  -0.1022
Cl 5.596 10.584 0.195  -0.1179
Cl 7.893 9.006 1.041  -0.1184
H 6.078 8.332 -0.302  -0.0067
C 10.337 -3.427 -1.736  -0.0039
Cl 10.706 -1.961 -0.812  -0.1246
Cl 10.985 -4.858 -0.916  -0.1181
Cl 8.589 -3.587 -1.978  -0.0559
H 10.814 -3.346 -2.715  0.3053
C 5.558 -8.909 3.112  0.0796
Cl 3.814 -8.996 2.814  -0.1235
Cl 5.898 -8.999 4.849  -0.1106
Cl 6.403 -10.203 2.245  -0.1187
H 5.923 -7.949 2.740  0.2696
C -2.283 3.080 -6.323  0.4410
Cl -1.538 2.938 -7.924  -0.1256
Cl -3.558 4.311 -6.337  -0.1184
Cl -2.933 1.518 -5.798  -0.0664
H -1.514 3.390 -5.611  -0.1538
C -13.023 -0.237 2.111  0.1089
Cl -14.107 -1.013 0.944  -0.1147
Cl -12.299 1.222 1.412  -0.1326
Cl -13.893 0.154 3.604  -0.1122
H -12.220 -0.937 2.354  0.2493

## Properties
Gap between HOMO and LUMO (eV): 5.866
E_LUMO (eV): -4.69
Charge: +1
Calculated total energy (hartree): -21511.7255

Entry from the OMol25 dataset: a molecular structure, C24H31EuN11O4 in a non-equilibrium geometry (wB97M-V/def2-TZVPD).

Last column: Mulliken charge in e.
Cartesian coordinates (Å):
Eu -0.612 -0.256 -0.755  1.2728
O -2.366 0.100 4.125  -0.7114
C -2.130 -1.241 4.152  0.0181
C -2.092 -1.905 5.371  -0.5641
C -1.954 -3.286 5.403  -0.3018
C -1.849 -4.007 4.219  -0.6585
C -1.855 -3.335 3.004  -0.3197
C -1.982 -1.949 2.952  0.1344
C -1.915 -1.229 1.653  0.6818
O -1.337 -1.781 0.625  -0.8273
N -2.434 -0.027 1.683  -0.9336
N -2.310 0.712 0.523  0.3610
C -2.925 1.907 0.539  -0.5201
C -2.789 2.871 -0.507  0.9554
C -3.489 4.097 -0.405  -0.8474
C -3.346 5.109 -1.332  -0.5998
C -2.483 4.930 -2.415  -0.4849
C -1.795 3.730 -2.553  -0.6497
C -1.922 2.686 -1.632  0.1505
O -1.253 1.535 -1.848  -0.3679
H -2.664 0.269 3.154  0.5825
H -2.207 -1.331 6.286  0.4328
H -1.958 -3.802 6.357  0.3777
H -1.754 -5.087 4.245  0.3947
H -1.743 -3.868 2.067  0.4710
H -3.517 2.185 1.407  0.2749
H -4.154 4.236 0.443  0.3474
H -3.892 6.041 -1.221  0.3719
H -2.350 5.721 -3.147  0.3830
H -1.124 3.567 -3.392  0.3730
N -3.554 -2.280 -3.564  -0.4353
C -2.857 -1.304 -2.929  0.6865
N -3.277 -0.040 -3.065  -0.1788
O -1.836 -1.593 -2.267  -0.6345
H -4.399 -2.088 -4.063  0.1534
H -3.299 -3.233 -3.392  0.2577
H -4.077 0.203 -3.613  0.1903
H -2.670 0.691 -2.682  0.0160
C 5.446 -0.855 -1.142  -0.6774
C 4.453 -0.308 -0.138  -0.6023
N 3.122 -0.703 -0.562  -0.1200
C 2.700 -0.620 -1.859  0.2163
N 1.414 -0.639 -2.081  -0.3195
C 0.961 -0.593 -3.481  -0.2738
C 1.967 -1.232 -4.417  -0.7204
C 3.294 -0.532 -4.229  -0.7120
N 3.666 -0.580 -2.821  0.2539
C 5.069 -0.322 -2.511  -0.6304
H 5.397 -1.946 -1.136  0.3095
H 6.464 -0.549 -0.896  0.3763
H 4.549 0.783 -0.075  0.2908
H 4.626 -0.717 0.856  0.3667
H 2.383 -0.606 0.112  0.0786
H 0.786 0.445 -3.770  0.1591
H 0.016 -1.120 -3.549  0.0735
H 1.636 -1.159 -5.455  0.3846
H 2.076 -2.290 -4.162  0.3153
H 3.227 0.505 -4.574  0.2801
H 4.081 -1.023 -4.799  0.4156
H 5.272 0.755 -2.551  0.2737
H 5.672 -0.798 -3.284  0.3459
N 2.853 0.840 5.284  -0.3721
C 1.762 0.739 4.499  0.6249
N 0.563 0.897 5.048  -0.2752
N 1.987 0.503 3.227  -0.6005
C 1.225 0.451 2.182  0.6161
N 0.753 0.363 1.118  -0.7091
H 2.787 1.016 6.267  0.1709
H 3.754 0.768 4.854  0.2310
H 0.489 1.053 6.038  0.2296
H -0.281 0.527 4.583  0.1490

## Properties
Gap between HOMO and LUMO (alpha / beta) (eV): 4.378 / 7.066
E_LUMO (alpha / beta) (eV): 0.33 / 0.33
2S+1: 8
Relative energy (zero: lowest compared OMol25 entry of this formula, charge and spin) (kcal/mol): 23.03
Calculated total energy (hartree): -2546.9185

Entry from the OMol25 dataset: C24H31F3N2O2 in the gas phase (wB97M-V/def2-TZVPD).

Last column: Mulliken charge in e.
Cartesian coordinates (Å):
C 2.981 -4.253 3.335  -0.8802
O 3.343 -4.059 1.991  -0.5191
C 3.108 -2.823 1.427  1.3335
C 2.554 -1.733 2.074  -0.5226
C 2.356 -0.534 1.398  -0.0321
C 1.709 0.642 2.082  -1.2710
N 0.323 0.747 1.654  1.1573
C -0.500 -0.264 2.276  -1.1713
C -0.261 2.073 1.751  -2.1214
C -1.219 2.319 0.580  1.8586
C -1.889 3.687 0.663  -1.2573
C -2.769 3.885 -0.566  -0.7178
C -1.946 3.713 -1.840  -0.8862
N -1.348 2.394 -1.864  0.7149
C -0.752 2.023 -3.134  -0.8890
C -1.359 0.702 -3.651  -1.3874
C -1.146 -0.406 -2.668  0.3386
C 0.024 -1.158 -2.671  -0.4274
C 0.229 -2.163 -1.743  -0.7265
C -0.735 -2.437 -0.789  -0.5620
C -1.903 -1.687 -0.779  0.2202
C -2.993 -1.998 0.202  0.8918
F -3.593 -0.895 0.687  -0.2391
F -3.981 -2.733 -0.353  -0.3018
F -2.574 -2.696 1.270  -0.2727
C -2.111 -0.679 -1.708  -0.3821
C -0.455 2.208 -0.739  -0.6826
C 2.723 -0.439 0.066  -0.4150
C 3.290 -1.518 -0.589  -0.9679
C 3.483 -2.715 0.079  0.4774
O 4.027 -3.779 -0.572  -0.6372
H 3.239 -5.286 3.564  0.2541
H 3.537 -3.584 3.999  0.3360
H 1.907 -4.105 3.485  0.3334
H 2.269 -1.801 3.113  0.4082
H 2.231 1.553 1.783  0.5498
H 1.795 0.539 3.179  0.2774
H -0.491 -0.193 3.377  0.2788
H -0.138 -1.249 1.986  0.1956
H -1.525 -0.155 1.936  0.3072
H -0.796 2.217 2.704  0.2952
H 0.536 2.820 1.705  0.4543
H -1.996 1.550 0.580  -0.3213
H -2.487 3.763 1.573  0.4066
H -1.124 4.468 0.697  0.3767
H -3.566 3.140 -0.560  0.3264
H -3.224 4.877 -0.557  0.4330
H -2.597 3.816 -2.712  0.5216
H -1.178 4.510 -1.887  0.3612
H -0.936 2.800 -3.883  0.5812
H 0.335 1.904 -3.040  0.3088
H -2.427 0.855 -3.807  0.3108
H -0.893 0.455 -4.607  0.5182
H 0.782 -0.956 -3.414  0.4610
H 1.140 -2.740 -1.762  0.6089
H -0.586 -3.223 -0.066  0.5141
H -3.022 -0.101 -1.683  0.3005
H -0.008 1.215 -0.797  -0.1547
H 0.359 2.959 -0.747  0.0353
H 2.565 0.487 -0.463  0.2663
H 3.592 -1.451 -1.622  0.3910
H 4.093 -4.508 0.060  0.3421

## Properties
Gap between HOMO and LUMO (eV): 8.783
E_LUMO (eV): 0.69
Relative energy (zero: lowest compared OMol25 entry of this formula, charge and spin) (kcal/mol): 0.00
Calculated total energy (hartree): -1492.7381